Formula: C4H8NO2
Source: the OMol25 dataset
Level of theory: ωB97M-V/def2-TZVPD

Structure (XYZ):
```
15
Properties=species:S:1:pos:R:3:forces:R:3
C -0.3346 1.0260 -0.3067 1.00 -1.32 -0.48
C 0.5167 0.9541 1.8885 0.34 -0.22 0.11
C -0.0069 -0.2937 -0.6151 -1.33 0.98 -3.47
C 0.3509 -1.3627 0.2768 -1.13 -1.90 0.88
N -0.2878 -0.7264 -1.8873 0.53 -2.74 1.38
O -0.9458 1.8198 -1.1625 -0.47 0.72 0.43
O 0.0813 1.5640 0.7983 -0.43 -0.05 0.77
H 0.7089 1.6496 2.6102 0.33 1.70 1.82
H 0.9197 -0.0265 2.0649 -0.29 -0.10 -0.86
H 1.2745 -1.4393 0.7820 1.64 0.30 -0.26
H 0.1646 -2.2929 -0.2764 0.33 0.05 0.52
H -0.3012 -1.3830 1.1432 -0.70 -0.03 0.06
H -1.3987 2.5313 -0.6489 0.37 -0.35 -0.70
H -0.2452 -1.8008 -1.9287 -0.12 2.60 -0.69
H -0.4965 -0.2196 -2.7382 -0.08 0.33 0.49
```
Forces are in eV/Å.

For the highest occupied orbital energy (spin up / spin down), the calculation gives -12.9 / -13.0 eV. The net charge is +1. As for the total energy: -9852.546 eV. As for the HOMO-LUMO gap (spin up / spin down): 7.1 / 8.5 eV. As for the relative energy (zero: lowest compared OMol25 entry of this formula, charge and spin): 3.7843 eV.

Atom charges from the natural (NBO) analysis, given in e for atoms 1 to 2:
1 C 0.583
2 C 0.038

=====

Formula: C4H8NO2
Source: the OMol25 dataset
Level of theory: ωB97M-V/def2-TZVPD

Structure (XYZ):
```
15
Properties=species:S:1:pos:R:3:forces:R:3
C -1.9974 -3.2579 1.1814 -0.34 -1.09 -0.72
C -1.2143 -0.0777 -0.2391 0.49 -2.86 1.60
C 1.3581 -0.0314 -0.6399 0.77 3.38 0.79
C -0.7105 0.6338 0.9452 0.96 4.04 -3.27
N 0.2130 -0.2628 0.2665 0.32 -1.29 -1.12
O -2.9157 -3.8643 1.4172 -2.66 -1.30 1.41
O -1.0735 -2.7403 0.7634 2.99 1.84 -0.39
H -1.2042 0.1426 -1.2645 -0.10 1.26 -0.97
H 1.3754 0.8774 -1.2688 -1.12 -0.56 0.01
H 2.1317 0.2625 0.0372 0.96 -0.23 0.51
H 1.6926 -0.8705 -1.1813 -0.35 -1.26 -0.52
H -1.7994 -0.9628 -0.0063 -0.04 0.48 -0.26
H -1.1061 0.3000 1.8544 -0.06 -0.13 1.36
H -0.4368 1.7220 0.7069 -0.56 -1.59 1.24
H 0.5709 -1.0426 0.8007 -1.28 -0.69 0.33
```
Forces are in eV/Å.

For the highest occupied orbital energy, the calculation gives -16.7 eV. The net charge is +1. As for the total energy: -9854.691 eV. As for the HOMO-LUMO gap: 13.6 eV. As for the relative energy (zero: lowest compared OMol25 entry of this formula, charge and spin): 1.6401 eV.

Atom charges from the natural (NBO) analysis, given in e for atoms 1 to 2:
1 C 1.029
2 C -0.192